A.
The following is a quantum chemistry calculation of the molecule C3H6N4O, from the Open Molecules 2025 dataset.

Each line ends with the Löwdin charge.
CARTESIAN COORDINATES (ANGSTROEM)
H1 2.6407 1.0038 -0.2942  0.053
N1 1.8153 1.6099 0.0020  0.075
C1 0.6935 0.9555 -0.0423  -0.407
C2 -0.7037 1.4361 0.1597  0.035
C3 -1.5073 0.2981 0.1131  -0.377
O1 -2.8279 0.0885 0.0215  0.103
N2 -0.6611 -0.8310 -0.0207  0.046
N3 0.6837 -0.4575 -0.2108  -0.245
N4 1.6572 -1.1931 0.2123  0.067
H2 -1.2690 2.5104 -0.0646  0.170
H3 -3.0305 -0.8074 0.2486  0.103
H4 -0.9834 -1.3767 -0.9020  0.177
H5 1.6622 -1.3447 1.2214  0.120
H6 1.8302 -1.8919 -0.4442  0.079

Values from the calculation:
HOMO level = -7.97 eV
gap between HOMO and LUMO = 0.30988 hartree

B.
The following is a quantum chemistry calculation of the molecule C3H6N4O, from the Open Molecules 2025 dataset.

Each line ends with the Löwdin charge.
CARTESIAN COORDINATES (ANGSTROEM)
N1 -0.1689 1.8247 -1.1440  -0.120
N2 -0.6634 0.4198 -1.6206  0.075
C1 -0.1635 -0.2569 -0.7067  -0.517
C2 -0.3070 -1.5916 -0.3595  -0.060
C3 0.3906 -1.7637 0.9224  -0.058
N3 0.9208 -0.5202 1.2237  -0.063
N4 0.3608 0.4356 0.4529  -0.197
O1 -0.8494 0.8551 1.2314  -0.049
H1 0.9974 1.8725 -1.1872  0.153
H2 -0.6503 2.6006 -1.9348  0.156
H3 -0.3208 -2.3248 -1.3825  0.168
H4 0.2858 -2.5829 1.8220  0.165
H5 1.2723 -0.2808 2.3480  0.254
H6 -1.1044 1.3124 0.3347  0.093

Values from the calculation:
HOMO level = -7.86 eV
gap between HOMO and LUMO = 0.29080 hartree

C.
The following is a quantum chemistry calculation of a structure of composition C3H6N4O, from the Open Molecules 2025 dataset.

Each line ends with the Löwdin charge.
CARTESIAN COORDINATES (ANGSTROEM)
C1 -0.4757 -0.5391 0.2129  -0.364
C2 -0.4639 0.2220 -0.9858  -0.458
C3 1.3426 0.6520 -0.1143  -0.160
H1 -1.7238 -0.8994 1.8759  0.117
H2 -2.3369 -2.2914 0.0458  0.187
H3 -1.2232 1.1913 -2.3673  0.184
H4 2.3541 0.9154 -0.0203  0.111
H5 0.8857 0.4528 2.6405  0.119
H6 1.5978 -1.1167 2.5335  0.171
N1 -1.5809 -0.9185 0.7527  0.005
N2 0.7157 0.8498 -1.2774  0.145
N3 0.7716 -0.1098 0.8126  -0.186
N4 1.3438 -0.1956 1.9466  0.019
O1 -1.3404 0.2946 -1.8783  0.109

Values from the calculation:
HOMO level = -6.81 eV
gap between HOMO and LUMO = 0.24145 hartree

D.
The following is a quantum chemistry calculation of the molecule C3H6N4O, from the Open Molecules 2025 dataset.

Each line ends with the Löwdin charge.
CARTESIAN COORDINATES (ANGSTROEM)
H1 2.8705 -1.5067 0.6395  0.065
N1 2.9788 -0.5669 0.2328  0.060
C1 2.2076 0.3122 -0.2461  -0.231
N2 0.7323 0.2152 0.0161  0.061
C2 -0.2985 1.2175 -0.0363  -0.429
O1 0.0122 2.4547 -0.2512  -0.029
N3 -1.5573 0.7692 0.4268  0.114
C3 -1.8310 -0.5604 -0.0804  -0.275
N4 -1.0271 -1.4701 -0.3608  0.056
H2 -1.6790 -2.3223 -0.5636  0.119
H3 2.5255 1.4593 -0.8154  0.198
H4 0.3778 -0.6268 0.3474  0.030
H5 -2.3042 1.3291 0.6814  0.107
H6 -3.0076 -0.7040 0.0099  0.153

Values from the calculation:
HOMO level = -9.30 eV
gap between HOMO and LUMO = 0.35843 hartree

Stability, lowest: B

A.
The following is a quantum chemistry calculation of a structure of composition C3H6N4O, from the Open Molecules 2025 dataset.

Each line ends with the Löwdin charge.
CARTESIAN COORDINATES (ANGSTROEM)
C1 -0.4141 0.2908 -0.2512  -0.287
C2 0.9714 0.0667 -0.2942  -0.065
C3 1.4308 0.2381 1.0138  -0.061
H1 -0.9568 -1.8324 -2.4064  0.104
H2 -0.2481 -0.2842 -2.9819  0.085
H3 -2.2468 0.2348 -1.3390  0.098
H4 1.4088 -0.4342 -1.1398  0.084
H5 2.3393 0.3984 1.5689  0.115
H6 0.3008 0.0018 3.9450  0.279
N1 -1.1200 -0.7840 -2.6364  -0.027
N2 -1.2508 0.0927 -1.4757  -0.112
N3 0.3513 0.6292 1.7727  -0.242
N4 -0.9060 0.3819 1.0732  0.127
O1 0.3402 1.0004 3.1510  -0.097

Values from the calculation:
HOMO level = -8.47 eV
gap between HOMO and LUMO = 0.30414 hartree

B.
The following is a quantum chemistry calculation of a structure of composition C3H6N4O, from the Open Molecules 2025 dataset.

Each line ends with the Löwdin charge.
CARTESIAN COORDINATES (ANGSTROEM)
C1 2.2752 -0.0599 -0.2140  -0.360
C2 0.2518 -1.0358 0.0354  -0.342
C3 -2.3649 0.8580 0.0285  -0.329
H1 2.8428 1.8247 0.9417  0.198
H2 2.4099 -1.2317 -0.8393  0.189
H3 0.4785 0.9581 -0.3198  0.147
H4 0.9275 -1.9936 -0.1484  0.146
H5 -2.8352 -1.0612 0.3409  0.069
H6 -3.4703 0.8999 -0.0050  0.132
N1 3.1291 0.8492 0.1259  0.010
N2 0.9377 0.1040 0.0754  0.007
N3 -0.9052 -1.4050 0.0791  0.098
N4 -2.1349 -0.4784 0.0551  0.057
O1 -1.5419 1.7716 -0.1555  -0.022

Values from the calculation:
HOMO level = -9.42 eV
gap between HOMO and LUMO = 0.37098 hartree

C.
The following is a quantum chemistry calculation of the molecule C3H6N4O, from the Open Molecules 2025 dataset.

Each line ends with the Löwdin charge.
CARTESIAN COORDINATES (ANGSTROEM)
H1 -2.8185 1.5959 -0.4079  0.013
N1 -3.0069 0.6334 -0.2519  0.078
C1 -2.1227 -0.2761 0.1655  -0.191
N2 -0.6810 -0.2736 0.4079  0.079
C2 -0.0486 -1.4068 0.0326  -0.183
N3 1.2853 -1.5437 -0.2213  0.031
N4 1.9337 -0.3120 -0.1724  -0.049
C3 1.8373 1.1621 0.1875  -0.141
O1 0.7424 1.7420 -0.1488  -0.074
H2 -2.7909 -1.1348 0.1672  0.100
H3 -0.2446 0.5464 0.3566  -0.014
H4 -0.5801 -2.4009 -0.0122  0.137
H5 2.8488 -0.4887 -0.1905  0.029
H6 2.9321 1.5418 0.6280  0.183

Values from the calculation:
HOMO level = -8.55 eV
gap between HOMO and LUMO = 0.32338 hartree

Stability, lowest: A

A.
The following is a quantum chemistry calculation of the molecule CH3O4P, from the Open Molecules 2025 dataset.

Each line ends with the Löwdin charge.
CARTESIAN COORDINATES (ANGSTROEM)
O1 0.0159 2.0170 1.0271  0.036
C1 -0.2024 1.7315 -0.1140  -0.452
O2 -0.2521 0.4948 -0.5617  -0.210
P1 -0.3465 -0.8054 0.5941  0.838
O3 -1.0402 -1.7799 -0.4549  -0.238
O4 1.1951 -1.3649 0.5310  -0.237
H1 -0.3535 2.4645 -0.9178  0.141
H2 -0.7722 -1.6301 -1.3695  0.071
H3 1.7559 -1.1274 1.2658  0.051

Values from the calculation:
HOMO level = -10.05 eV
gap between HOMO and LUMO = 0.39627 hartree

B.
The following is a quantum chemistry calculation of the molecule CH3O4P, from the Open Molecules 2025 dataset.

Each line ends with the Löwdin charge.
CARTESIAN COORDINATES (ANGSTROEM)
O1 0.5653 -2.7210 -3.0891  -0.477
P1 -0.1638 -2.3801 -1.8497  0.692
O2 0.2570 -0.9239 -1.4701  -0.429
C1 -0.2857 0.1991 -0.2145  -0.388
O3 -1.3320 -0.3384 0.3769  0.067
O4 0.8270 0.1533 0.5507  0.029
H1 -0.4253 1.1146 -0.6642  0.138
H2 -1.1060 -1.0144 1.0946  0.179
H3 1.5351 0.2915 -0.2134  0.189

Values from the calculation:
HOMO level = -9.73 eV
gap between HOMO and LUMO = 0.36924 hartree

Stability, lowest: B

A.
The following is a quantum chemistry calculation of the molecule C2H3NP2, from the Open Molecules 2025 dataset.

Each line ends with the Löwdin charge.
CARTESIAN COORDINATES (ANGSTROEM)
C1 -0.8346 0.2431 -0.8203  -0.436
N1 -1.2791 -0.9402 -0.6346  -0.433
P1 -0.8823 -1.8680 0.5777  0.625
P2 0.9014 -0.4982 1.0847  0.616
C2 0.2390 0.7183 0.0123  -0.463
H1 -1.2833 0.6313 -1.6948  0.080
H2 2.2078 0.0974 1.6102  -0.048
H3 0.9311 1.6161 -0.1352  0.059

Values from the calculation:
HOMO level = -8.24 eV
gap between HOMO and LUMO = 0.28185 hartree

B.
The following is a quantum chemistry calculation of the molecule C2H3NP2, from the Open Molecules 2025 dataset.

Each line ends with the Löwdin charge.
CARTESIAN COORDINATES (ANGSTROEM)
C1 1.4756 -0.2044 -0.1668  -0.590
C2 -1.4324 1.3048 -0.0931  -0.405
N1 1.4893 0.9712 -0.3609  0.110
P1 -1.8388 -0.2573 0.0745  0.511
P2 0.0231 -1.5097 -0.1214  0.579
H1 2.2284 -0.9072 -0.2739  0.012
H2 -2.2386 2.0292 -0.2641  -0.063
H3 0.2934 -1.4267 1.2058  -0.155

Values from the calculation:
HOMO level (spin up / spin down) = -8.88 / -8.70 eV
gap between HOMO and LUMO (spin up / spin down) = 0.28207 / 0.28199 hartree

C.
The following is a quantum chemistry calculation of the molecule C2H3NP2, from the Open Molecules 2025 dataset.

Each line ends with the Löwdin charge.
CARTESIAN COORDINATES (ANGSTROEM)
C1 -0.3573 -1.7681 -0.2067  -0.449
C2 -0.9380 1.6212 -0.1179  -0.303
N1 -0.3981 -2.9099 -0.2430  0.080
P1 1.9734 0.1626 0.2020  0.432
P2 -0.0743 0.0818 0.0443  0.520
H1 -0.3052 2.3826 0.3045  -0.020
H2 -2.0000 1.6423 0.0264  -0.030
H3 2.0995 -1.2124 -0.0096  -0.230

Values from the calculation:
HOMO level (spin up / spin down) = -8.21 / -8.21 eV
gap between HOMO and LUMO (spin up / spin down) = 0.25338 / 0.25340 hartree

Stability, lowest: B

A.
The following is a quantum chemistry calculation of the molecule C2H3NP2, from the Open Molecules 2025 dataset.

Each line ends with the Löwdin charge.
CARTESIAN COORDINATES (ANGSTROEM)
N1 -3.5169 0.2031 -0.0913  0.158
C1 -2.3573 0.3908 -0.0714  -0.445
C2 -1.0602 0.5960 0.1197  -0.331
P1 0.2384 -1.0349 -0.1982  0.516
P2 1.9976 -0.0500 0.2554  0.324
H1 -0.4991 1.5924 0.3123  0.057
H2 2.6423 -1.2512 0.7356  -0.153
H3 2.5552 -0.4462 -1.0621  -0.126

Values from the calculation:
HOMO level = -8.89 eV
gap between HOMO and LUMO = 0.24459 hartree

B.
The following is a quantum chemistry calculation of the molecule C2H3NP2, from the Open Molecules 2025 dataset.

Each line ends with the Löwdin charge.
CARTESIAN COORDINATES (ANGSTROEM)
C1 -0.0040 0.4467 1.0316  -0.466
N1 -1.1166 0.2285 0.3850  -0.124
C2 -1.0468 -0.2247 -0.8380  -0.597
P1 0.4893 -0.6344 -1.5032  0.632
P2 1.5269 0.2755 0.1176  0.628
H1 0.0505 1.1322 1.8550  0.041
H2 -1.9966 -0.3478 -1.3959  0.051
H3 2.0972 -0.8760 0.3479  -0.165

Values from the calculation:
HOMO level = -8.97 eV
gap between HOMO and LUMO = 0.30068 hartree

Stability, lowest: A

A.
The following is a quantum chemistry calculation of a cluster of 2 separate species, C2H3NP2 in total, from the Open Molecules 2025 dataset.

Each line ends with the Löwdin charge.
CARTESIAN COORDINATES (ANGSTROEM)
P1 -2.5760 -0.5331 0.1098  0.713
C1 -1.1982 -0.2745 -0.6120  -1.095
P2 0.5167 -0.3401 -0.8485  0.672
H1 0.4703 -1.7235 -0.7729  -0.123
H2 0.5280 -0.3146 -2.3584  -0.053
C2 -0.8869 2.4029 -0.2124  -0.121
N1 0.2411 2.2234 -0.1860  0.003
H3 -1.8549 2.5869 -0.1564  0.004

Values from the calculation:
HOMO level = -8.94 eV
gap between HOMO and LUMO = 0.32541 hartree

B.
The following is a quantum chemistry calculation of a cluster of 2 separate species, C2H3NP2 in total, from the Open Molecules 2025 dataset.

Each line ends with the Löwdin charge.
CARTESIAN COORDINATES (ANGSTROEM)
C1 1.8411 -0.9181 0.0159  -0.398
C2 1.1494 0.2225 -0.0164  -0.514
N1 2.3693 -1.9538 0.0566  0.168
P1 1.1749 1.8515 -0.1354  0.836
P2 -2.1255 -1.0768 -0.0397  0.578
H1 -0.2167 2.1038 -0.0533  -0.148
H2 -2.0241 -0.2476 1.0777  -0.259
H3 -2.1684 0.0184 -0.9054  -0.263

Values from the calculation:
HOMO level (spin up / spin down) = -9.11 / -9.36 eV
gap between HOMO and LUMO (spin up / spin down) = 0.26252 / 0.29179 hartree

Stability, lowest: B